Entry 1:
Here is the ion C3H4NO5S with charge -1 from the Open Molecules 2025 dataset. Energies are from ωB97M-V with the def2-TZVPD basis set.

Computed properties:
structure (SMILES): O=C=NCCOS(=O)(=O)[O-]
net charge: -1
HOMO-LUMO gap: 0.3211 Eh

Positions of all 14 atoms, in Å:
O  -1.39  2.81  1.58
C  -1.30  1.94  0.78
N  -1.75  1.18  0.00
C  -1.10  0.12  -0.70
C  -0.47  -0.90  0.26
O  0.69  -0.40  0.93
S  1.95  -0.46  -0.12
O  1.69  0.48  -1.18
O  3.15  -0.18  0.60
O  1.90  -1.82  -0.62
H  -0.15  0.50  -1.15
H  -1.74  -0.45  -1.33
H  -1.11  -0.97  1.19
H  -0.35  -1.87  -0.24

Here are the Löwdin charges for atoms 1 to 5, given in e: number 1, O, carries 0.109; number 2, C, carries -0.329; number 3, N, carries 0.133; number 4, C, carries -0.192; number 5, C, carries -0.252



Entry 2:
Here is a cluster of 2 separate species, C3H4NOP in total from the Open Molecules 2025 dataset. Energies are from ωB97M-V with the def2-TZVPD basis set.

Computed properties:
net charge: 0
HOMO-LUMO gap (alpha / beta): 0.2806 / 0.3064 Eh

Positions of all 10 atoms, in Å:
C  -0.11  -1.94  0.51
C  0.15  0.90  0.65
C  -0.64  0.86  -0.58
N  -0.62  -2.86  0.07
O  0.56  1.89  1.21
P  0.85  -0.68  1.38
H  -1.50  1.58  -0.48
H  -1.05  -0.20  -0.81
H  0.02  1.26  -1.38
H  2.35  -0.80  -0.58

Here are the Löwdin charges for atoms 1 to 5, given in e: number 1, C, carries -0.597; number 2, C, carries -0.759; number 3, C, carries -0.097; number 4, N, carries 0.079; number 5, O, carries -0.007



Entry 3:
Here is an isolated molecule of C3H4NOP from the Open Molecules 2025 dataset. Energies are from ωB97M-V with the def2-TZVPD basis set.

Computed properties:
net charge: 0
HOMO-LUMO gap (alpha / beta): 0.2426 / 0.2882 Eh
multiplicity: 3

Positions of all 10 atoms, in Å:
C  -0.01  -0.01  1.05
C  -0.64  1.02  0.20
C  0.47  -0.53  -1.10
N  -0.40  0.59  -1.07
O  -1.22  2.01  0.57
P  0.04  -0.60  2.57
H  1.53  -0.36  -1.20
H  0.08  -1.47  -1.43
H  -0.80  1.01  -1.90
H  0.93  -1.66  2.30

Here are the Löwdin charges for atoms 1 to 5, given in e: number 1, C, carries -0.410; number 2, C, carries -0.627; number 3, C, carries -0.025; number 4, N, carries 0.013; number 5, O, carries 0.071



Entry 4:
Here is a cluster of 2 separate species, C3H4NOS in total from the Open Molecules 2025 dataset. Energies are from ωB97M-V with the def2-TZVPD basis set.

Computed properties:
net charge: -1
HOMO-LUMO gap: 0.2698 Eh

Positions of all 10 atoms, in Å:
C  -1.46  1.80  -0.42
C  2.02  0.42  -0.11
C  -1.33  -0.64  0.26
N  -1.53  0.68  -0.19
O  2.79  1.21  0.41
S  1.88  -1.29  -0.07
H  1.22  0.91  -0.77
H  -0.14  -0.85  0.42
H  -1.60  -1.17  -0.71
H  -1.85  -1.07  1.18

Here are the Löwdin charges for atoms 1 to 5, given in e: number 1, C, carries -0.054; number 2, C, carries -0.963; number 3, C, carries -0.189; number 4, N, carries -0.165; number 5, O, carries -0.152



Entry 5:
Here is a cluster of 2 separate species, C3H4NP in total from the Open Molecules 2025 dataset. Energies are from ωB97M-V with the def2-TZVPD basis set.

Computed properties:
structure (SMILES): N#CP.C#C
net charge: 0
HOMO-LUMO gap: 0.4063 Eh

Positions of all 9 atoms, in Å:
N  0.23  -0.97  -0.18
C  1.37  -1.10  -0.03
P  3.06  -0.86  0.30
H  3.39  -1.15  -1.08
H  3.58  -2.13  0.67
C  -2.48  1.27  0.41
C  -3.39  1.67  -0.26
H  -1.53  1.35  1.00
H  -4.24  1.92  -0.83

Here are the Löwdin charges for atoms 1 to 5, given in e: number 1, N, carries 0.079; number 2, C, carries -0.626; number 3, P, carries 0.759; number 4, H, carries -0.082; number 5, H, carries -0.108



Entry 6:
Here is a cluster of 2 separate species, C3H4O in total from the Open Molecules 2025 dataset. Energies are from ωB97M-V with the def2-TZVPD basis set.

Computed properties:
net charge: 0
HOMO-LUMO gap: 0.3345 Eh

Positions of all 8 atoms, in Å:
C  1.92  -0.23  0.41
C  1.12  -0.54  -0.55
C  -2.03  0.30  -0.34
O  -2.62  -0.41  0.41
H  3.02  -0.47  0.06
H  1.89  0.20  1.45
H  -0.97  -0.06  -0.59
H  -2.34  1.21  -0.84

Here are the Löwdin charges for atoms 1 to 5, given in e: number 1, C, carries -0.172; number 2, C, carries 0.053; number 3, C, carries -0.154; number 4, O, carries 0.005; number 5, H, carries 0.104



Entry 7:
Here is an isolated molecule of C3H4O from the Open Molecules 2025 dataset. Energies are from ωB97M-V with the def2-TZVPD basis set.

Computed properties:
structure (SMILES): C=CC=O
net charge: 0
HOMO-LUMO gap: 0.3699 Eh

Positions of all 8 atoms, in Å:
C  -0.95  -0.75  0.09
C  -0.35  0.44  0.16
C  1.10  0.49  -0.12
O  1.93  -0.46  0.02
H  -2.03  -1.06  0.15
H  -0.33  -1.49  -0.22
H  -0.85  1.32  0.44
H  1.49  1.52  -0.52

Here are the Löwdin charges for atoms 1 to 5, given in e: number 1, C, carries 0.057; number 2, C, carries -0.134; number 3, C, carries -0.238; number 4, O, carries -0.016; number 5, H, carries 0.093



Entry 8:
Here is a cluster of 2 separate species, C3H4O in total from the Open Molecules 2025 dataset. Energies are from ωB97M-V with the def2-TZVPD basis set.

Computed properties:
net charge: 0
HOMO-LUMO gap: 0.3361 Eh

Positions of all 8 atoms, in Å:
C  -0.07  0.12  -0.71
C  -0.09  0.16  -2.02
C  -0.23  0.16  2.38
O  0.14  0.09  0.45
H  -0.53  0.87  -2.54
H  0.09  -0.76  -2.61
H  0.87  0.37  2.61
H  -0.18  -1.01  2.45

Here are the Löwdin charges for atoms 1 to 5, given in e: number 1, C, carries -0.162; number 2, C, carries 0.045; number 3, C, carries 0.080; number 4, O, carries 0.006; number 5, H, carries 0.011



Entry 9:
Here is an isolated molecule of C3H4O2 from the Open Molecules 2025 dataset. Energies are from ωB97M-V with the def2-TZVPD basis set.

Computed properties:
structure (SMILES): C[C@]12O[C@H]1O2
net charge: 0
HOMO-LUMO gap: 0.3709 Eh

Positions of all 9 atoms, in Å:
C  1.19  -0.04  0.37
C  -0.23  0.24  0.03
O  -1.46  -0.07  0.82
C  -1.40  -0.21  -0.58
O  -0.90  1.13  -0.80
H  1.32  -1.04  0.66
H  1.38  0.71  1.16
H  2.01  0.20  -0.34
H  -1.92  -0.91  -1.32

Here are the Löwdin charges for atoms 1 to 5, given in e: number 1, C, carries 0.025; number 2, C, carries -0.409; number 3, O, carries 0.044; number 4, C, carries -0.192; number 5, O, carries 0.068



Entry 10:
Here is an isolated molecule of C3H4O2 from the Open Molecules 2025 dataset. Energies are from ωB97M-V with the def2-TZVPD basis set.

Computed properties:
structure (SMILES): C[C@]12O[C@H]1O2
net charge: 0
HOMO-LUMO gap: 0.3551 Eh

Positions of all 9 atoms, in Å:
C  1.47  0.08  -0.43
C  -0.38  0.16  -0.13
O  -1.30  1.17  -0.02
C  -1.47  -0.12  0.68
O  -1.31  -0.94  -0.42
H  1.56  -0.83  -1.05
H  1.84  -0.17  0.62
H  1.38  1.03  -0.96
H  -1.78  -0.39  1.72

Here are the Löwdin charges for atoms 1 to 5, given in e: number 1, C, carries 0.101; number 2, C, carries -0.328; number 3, O, carries 0.056; number 4, C, carries -0.219; number 5, O, carries 0.033



Entry 11:
Here is an isolated molecule of C3H4O2 from the Open Molecules 2025 dataset. Energies are from ωB97M-V with the def2-TZVPD basis set.

Computed properties:
net charge: 0
HOMO-LUMO gap: 0.3212 Eh

Positions of all 9 atoms, in Å:
O  1.98  0.59  -0.15
C  1.42  -0.28  0.48
C  0.22  -0.26  1.37
C  -1.10  0.27  -0.56
O  -0.95  -0.18  0.83
H  1.87  -1.29  0.64
H  -0.50  1.17  -0.65
H  -2.16  0.48  -0.70
H  -0.76  -0.50  -1.26

Here are the Löwdin charges for atoms 1 to 5, given in e: number 1, O, carries 0.026; number 2, C, carries -0.315; number 3, C, carries 0.011; number 4, C, carries -0.019; number 5, O, carries -0.111



Entry 12:
Here is an isolated molecule of C3H4O2 from the Open Molecules 2025 dataset. Energies are from ωB97M-V with the def2-TZVPD basis set.

Computed properties:
net charge: 0
HOMO-LUMO gap (alpha / beta): 0.3706 / 0.2610 Eh

Positions of all 9 atoms, in Å:
C  -1.60  -0.45  -0.06
C  1.52  0.39  -0.61
C  0.43  0.40  0.30
O  -0.83  0.60  -0.25
O  1.17  -0.81  0.07
H  -2.31  -0.55  -0.84
H  -1.38  -1.20  0.57
H  2.45  0.98  -0.50
H  0.56  0.65  1.32

Here are the Löwdin charges for atoms 1 to 5, given in e: number 1, C, carries -0.006; number 2, C, carries 0.055; number 3, C, carries -0.385; number 4, O, carries -0.040; number 5, O, carries 0.025



Entry 13:
Here is an isolated molecule of C3H4O2 from the Open Molecules 2025 dataset. Energies are from ωB97M-V with the def2-TZVPD basis set.

Computed properties:
net charge: 0
HOMO-LUMO gap (alpha / beta): 0.2684 / 0.3164 Eh
multiplicity: 3

Positions of all 9 atoms, in Å:
C  1.46  0.29  0.32
C  0.38  0.22  -0.45
C  -2.06  0.36  0.02
O  -0.80  0.87  -0.26
O  -2.06  -0.89  0.20
H  2.35  -0.26  -0.09
H  1.47  0.96  1.19
H  0.40  -0.35  -1.38
H  -1.13  -1.20  0.44

Here are the Löwdin charges for atoms 1 to 5, given in e: number 1, C, carries 0.040; number 2, C, carries -0.273; number 3, C, carries -0.133; number 4, O, carries -0.088; number 5, O, carries 0.030



Entry 14:
Here is a structure of composition C3H4O2Ru from the Open Molecules 2025 dataset. Energies are from ωB97M-V with the def2-TZVPD basis set.

Computed properties:
net charge: +2
HOMO-LUMO gap (alpha / beta): 0.1934 / 0.2933 Eh
multiplicity: 7

Positions of all 10 atoms, in Å:
C  -0.72  -1.20  0.13
C  0.34  -0.70  -0.74
H  0.13  -0.33  -1.75
H  1.23  -1.33  -0.57
C  0.52  0.43  0.47
O  0.64  1.61  0.16
Ru  1.41  3.26  0.88
H  0.92  0.07  1.43
O  -1.86  -0.59  -0.05
H  -2.59  -1.22  0.03

Here are the Löwdin charges for atoms 1 to 5, given in e: number 1, C, carries 0.084; number 2, C, carries -0.004; number 3, H, carries 0.157; number 4, H, carries 0.145; number 5, C, carries -0.227



Entry 15:
Here is a structure of composition C3H4O2S from the Open Molecules 2025 dataset. Energies are from ωB97M-V with the def2-TZVPD basis set.

Computed properties:
net charge: 0
HOMO-LUMO gap: 0.4094 Eh

Positions of all 10 atoms, in Å:
C  -0.37  -0.51  0.90
C  -0.50  -1.01  -0.36
C  0.41  0.67  0.72
O  1.40  0.04  -1.91
O  -0.67  1.24  -1.72
S  0.26  0.36  -1.12
H  -0.70  -0.86  1.87
H  -1.04  -1.86  -0.62
H  -0.20  1.54  1.13
H  1.41  0.38  1.11

Here are the Löwdin charges for atoms 1 to 5, given in e: number 1, C, carries -0.184; number 2, C, carries -0.117; number 3, C, carries -0.206; number 4, O, carries -0.293; number 5, O, carries -0.295



Entry 16:
Here is an isolated molecule of C3H4O2S from the Open Molecules 2025 dataset. Energies are from ωB97M-V with the def2-TZVPD basis set.

Computed properties:
structure (SMILES): O=C(O)[C@H]1CS1
net charge: 0
HOMO-LUMO gap: 0.3806 Eh

Positions of all 10 atoms, in Å:
O  2.36  -0.25  -0.51
C  1.29  0.24  -0.29
O  1.22  1.48  0.16
C  -0.10  -0.40  -0.58
C  -1.11  -0.53  0.57
S  -1.52  0.73  -0.62
H  0.33  1.64  0.51
H  -0.01  -1.21  -1.32
H  -0.77  -0.25  1.54
H  -1.69  -1.45  0.54

Here are the Löwdin charges for atoms 1 to 5, given in e: number 1, O, carries 0.115; number 2, C, carries -0.558; number 3, O, carries 0.086; number 4, C, carries -0.441; number 5, C, carries -0.417



Entry 17:
Here is a structure of composition C3H4O2Tm from the Open Molecules 2025 dataset. Energies are from ωB97M-V with the def2-TZVPD basis set.

Computed properties:
net charge: +2
HOMO-LUMO gap (alpha / beta): 0.1051 / 0.3073 Eh
multiplicity: 4

Positions of all 10 atoms, in Å:
C  -0.05  0.79  1.51
C  -0.27  0.94  0.04
H  0.41  1.60  -0.52
H  -1.32  1.31  -0.02
C  -0.36  -0.46  -0.51
O  0.11  -0.76  -1.60
Tm  0.07  -2.60  -3.30
H  -0.98  -1.19  0.05
O  1.06  0.16  1.71
H  1.32  0.20  2.64

Here are the Löwdin charges for atoms 1 to 5, given in e: number 1, C, carries -0.035; number 2, C, carries -0.129; number 3, H, carries 0.144; number 4, H, carries 0.155; number 5, C, carries -0.188



Entry 18:
Here is a structure of composition C3H4O2Yb from the Open Molecules 2025 dataset. Energies are from ωB97M-V with the def2-TZVPD basis set.

Computed properties:
net charge: +3
HOMO-LUMO gap (alpha / beta): 0.3245 / 0.1900 Eh
multiplicity: 2

Positions of all 10 atoms, in Å:
O  -0.90  -0.50  -2.36
Yb  -0.38  -1.20  -0.11
O  -1.53  -0.99  -4.09
C  -0.68  -0.34  -3.58
C  0.36  1.03  1.34
C  0.79  -0.05  2.01
H  1.00  1.55  0.61
H  -0.64  1.46  1.53
H  1.81  -0.43  1.87
H  0.17  -0.52  2.78

Here are the Löwdin charges for atoms 1 to 5, given in e: number 1, O, carries -0.082; number 2, Yb, carries 2.304; number 3, O, carries 0.456; number 4, C, carries 0.005; number 5, C, carries -0.043



Entry 19:
Here is a cluster of 2 separate species, C3H4O3 in total from the Open Molecules 2025 dataset. Energies are from ωB97M-V with the def2-TZVPD basis set.

Computed properties:
net charge: 0
HOMO-LUMO gap: 0.3405 Eh

Positions of all 10 atoms, in Å:
C  -0.12  -0.22  0.04
C  1.09  0.85  0.11
C  -1.16  -0.13  -0.77
H  0.03  -1.73  1.96
H  0.63  -0.98  -0.35
H  1.48  1.01  -0.99
H  -2.10  0.68  -0.42
O  -0.54  -0.53  1.47
O  1.76  1.57  0.88
O  -1.07  -0.51  -1.93

Here are the Löwdin charges for atoms 1 to 5, given in e: number 1, C, carries -0.359; number 2, C, carries -0.136; number 3, C, carries -0.296; number 4, H, carries 0.326; number 5, H, carries 0.171



Entry 20:
Here is a structure of composition C3H4O3 from the Open Molecules 2025 dataset. Energies are from ωB97M-V with the def2-TZVPD basis set.

Computed properties:
net charge: 0
HOMO-LUMO gap: 0.3439 Eh

Positions of all 10 atoms, in Å:
C  -0.29  -0.35  -1.42
C  -0.04  0.09  0.01
C  0.67  -0.58  0.93
O  -0.82  0.46  -2.09
O  -0.90  1.10  0.38
O  0.98  -0.02  2.05
H  0.16  -1.40  -2.19
H  1.34  -1.45  0.68
H  -1.40  1.37  -0.48
H  0.30  0.79  2.14

Here are the Löwdin charges for atoms 1 to 5, given in e: number 1, C, carries -0.228; number 2, C, carries -0.314; number 3, C, carries -0.202; number 4, O, carries 0.010; number 5, O, carries -0.008



What did we get for calculated total energy? Answer: -945.9263 -587.9096 -587.8524 -644.8835 -512.6896 -191.7553 -191.8893 -191.7256 -267.0339 -266.9767 -267.0514 -266.9709 -266.9542 -361.0438 -665.2809 -665.3655 -1351.5340 -1424.3300 -342.2205 -342.3433 hartree, in the order shown.